(1)
{
  "formula": "CH5O2",
  "method": "wB97M-V/def2-TZVPD",
  "total_charge": -1,
  "homo_energy_ev": -3.22,
  "gap_ev": 8.0,
  "energy_ev": -5212.4816,
  "de_lowest_kcal_mol": 10.67,
  "elements": ["H", "C", "O", "H", "H", "H", "H", "O"],
  "positions_angstrom": [[-1.05, -0.78, 0.03], [-0.02, -1.03, -0.30], [0.93, -0.18, 0.25], [-0.84, 1.93, 0.85], [0.17, -0.86, -1.32], [0.54, 0.88, 0.21], [0.37, -1.99, 0.02], [-0.09, 2.03, 0.26]],
  "mulliken_charge": [0.177, -0.499, -0.656, 0.176, 0.210, 0.428, 0.149, -0.985]
}

=====

(2)
{
  "formula": "C8H12N4",
  "method": "wB97M-V/def2-TZVPD",
  "homo_energy_ev": -7.75,
  "gap_ev": 7.9,
  "energy_ev": -14445.2497,
  "de_lowest_kcal_mol": 145.33,
  "elements": ["H", "H", "C", "H", "H", "C", "H", "H", "H", "C", "N", "N", "C", "N", "C", "H", "C", "C", "H", "H", "H", "N", "C", "H"],
  "positions_angstrom": [[-2.35, 2.83, -0.98], [-2.19, 1.18, -2.43], [0.78, -1.28, 0.43], [-1.01, -1.14, 2.95], [-1.03, -2.46, 1.63], [1.94, -0.59, -0.04], [-2.27, -1.14, 1.66], [2.65, -2.05, -1.47], [-0.97, 3.07, -0.06], [1.91, 1.73, 0.62], [2.16, 0.72, -0.13], [-1.68, 2.54, -0.33], [-0.36, -0.65, 0.90], [-1.48, 1.15, -0.34], [-2.17, 0.51, -1.49], [-1.73, -0.37, -1.80], [-0.75, 0.60, 0.58], [-1.23, -1.37, 1.85], [3.72, -1.94, -0.12], [3.65, -0.55, -1.40], [-3.24, 0.17, -1.24], [1.79, 2.66, 1.29], [3.00, -1.38, -0.79], [0.88, -2.24, 0.71]],
  "mulliken_charge": [0.217, 0.333, -1.110, 0.245, 0.358, 0.732, 0.347, 0.403, 0.234, 0.613, -0.643, -0.622, 1.326, 0.502, -0.953, 0.383, -0.661, -1.171, 0.258, 0.313, 0.305, -0.620, -1.227, 0.438]
}

=====

(3)
{
  "formula": "C48H39InN2O2P2Se4",
  "method": "wB97M-V/def2-TZVPD",
  "homo_energy_ev": -7.09,
  "gap_ev": 7.5,
  "energy_ev": -342625.7618,
  "de_lowest_kcal_mol": 4.76,
  "elements": ["C", "C", "H", "C", "H", "In", "C", "H", "H", "C", "C", "C", "H", "H", "C", "C", "N", "C", "C", "C", "H", "H", "Se", "C", "H", "C", "C", "C", "H", "C", "O", "H", "H", "C", "C", "C", "H", "H", "Se", "C", "C", "C", "H", "C", "C", "H", "C", "C", "H", "C", "C", "P", "C", "H", "C", "H", "H", "C", "C", "H", "C", "O", "H", "H", "Se", "Se", "C", "H", "H", "H", "H", "C", "H", "C", "C", "C", "H", "H", "H", "H", "C", "C", "H", "H", "H", "H", "H", "C", "C", "N", "C", "C", "C", "H", "P", "C", "C", "H"],
  "positions_angstrom": [[0.88, 4.23, 1.92], [-2.05, -3.36, -3.19], [0.56, -5.12, 0.46], [0.44, 5.17, 2.84], [4.55, -4.62, 0.50], [1.51, -0.04, 1.93], [-3.12, 1.08, 4.51], [-1.90, -1.69, 5.95], [-2.70, 2.90, -4.74], [-1.71, 1.52, -3.43], [-1.23, 0.25, 3.23], [1.80, -3.06, -0.75], [-2.31, 2.02, 2.76], [2.55, 1.41, -1.99], [-1.99, -0.89, 5.23], [-0.55, -3.33, 0.89], [0.13, -2.83, 4.92], [2.12, -3.14, -2.10], [3.86, -4.21, -0.23], [-2.09, 2.79, -3.85], [-2.45, -4.31, -3.54], [-3.30, -3.21, 2.89], [3.54, -0.21, 0.40], [-1.07, 0.26, -5.47], [1.92, 3.90, 1.95], [-1.08, -0.79, 4.17], [-3.48, 0.37, -4.79], [3.42, 5.14, -1.64], [-0.55, -3.11, 5.60], [1.93, -2.74, 3.70], [-0.51, 0.38, 2.13], [-3.70, -0.09, 6.23], [-2.80, -5.64, 3.05], [-2.33, -2.19, -3.87], [-1.08, -5.52, 1.77], [2.79, 2.46, -1.89], [5.08, -4.76, -1.91], [3.66, 6.19, -1.54], [2.25, 1.66, 3.79], [-2.04, 0.30, -4.27], [1.33, -3.46, 4.67], [-2.45, -3.64, 2.36], [-2.94, -2.23, -4.76], [-0.88, 3.80, -2.06], [-1.33, 4.07, 1.00], [-0.04, 0.21, -5.13], [3.83, 3.00, -2.63], [-0.92, 1.42, -2.29], [4.97, 4.76, -3.07], [4.17, -4.29, -1.59], [2.05, 3.26, -1.01], [0.36, -2.12, -0.13], [-1.03, -0.95, -2.30], [-0.85, -6.57, 1.84], [-0.28, -4.69, 0.99], [1.13, 5.58, 3.56], [4.39, 2.36, -3.30], [3.29, -3.75, -2.52], [-2.25, 1.20, 3.45], [-1.02, -4.24, -1.54], [2.70, -3.59, 0.18], [-0.47, 0.21, -1.82], [2.91, -2.87, 3.26], [-2.82, 5.30, 1.93], [4.44, 1.85, 1.02], [4.54, 1.57, 3.32], [-0.72, -2.12, -1.61], [-1.24, 6.31, 3.55], [2.47, -3.53, 1.23], [-1.27, -0.62, -6.09], [-1.19, 1.15, -6.08], [4.15, 4.34, -2.50], [-2.03, 3.65, 0.30], [-2.17, -4.99, 2.45], [-0.89, 5.57, 2.84], [-1.82, -0.96, -3.45], [-3.72, -0.49, -5.42], [-3.89, 1.83, 4.64], [-4.19, 0.40, -3.96], [-1.85, -1.75, 1.53], [-1.25, -3.32, -2.07], [-1.78, 5.01, 1.92], [-3.63, 1.25, -5.41], [1.44, -2.72, -2.84], [1.63, -4.35, 5.20], [3.53, -3.80, -3.57], [-0.53, 4.68, -1.54], [0.03, -1.75, 4.11], [0.01, 3.70, 0.97], [1.11, -1.69, 3.35], [2.37, 4.61, -0.91], [-3.01, 0.02, 5.40], [-1.64, -2.81, 1.59], [1.81, 5.25, -0.24], [0.66, 2.41, -0.16], [-1.68, 3.93, -3.17], [-0.50, 2.55, -1.59], [-1.98, 4.91, -3.53]],
  "mulliken_charge": [-0.799, -1.569, 0.409, -0.947, 0.448, 1.481, -0.571, 0.283, 0.317, 0.701, 0.167, 0.103, 0.263, 0.492, -0.875, 0.756, 0.006, -0.906, -0.671, -0.095, 0.409, 0.430, -0.157, -1.701, 0.692, 1.058, -2.122, -0.762, 0.170, -0.662, 0.524, 0.409, 0.415, -0.083, -0.788, -0.825, 0.388, 0.412, -0.367, 1.615, -0.891, -0.531, 0.321, -0.027, -0.988, 0.376, -0.754, -1.117, 0.374, -0.726, 1.118, 1.949, -0.784, 0.432, -0.297, 0.446, 0.437, -0.626, -0.996, 0.507, 0.172, -0.014, 0.618, 0.430, -0.182, -0.218, -0.557, 0.397, 0.039, 0.407, 0.422, -0.608, 0.421, -0.710, -0.672, 0.784, 0.466, 0.469, 0.420, 0.423, -0.051, -0.545, 0.458, 0.361, 0.484, 0.436, 0.532, 0.217, 0.635, 0.275, -0.343, -1.116, -1.044, 0.357, 1.847, -1.627, -0.066, 0.410]
}

=====

(4)
{
  "formula": "C5H8N2O",
  "method": "wB97M-V/def2-TZVPD",
  "homo_energy_ev": -9.06,
  "gap_ev": 9.8,
  "smiles": "O=C1C[C@H]2N[C@@H]2CN1",
  "energy_ev": -10337.2371,
  "de_lowest_kcal_mol": 126.58,
  "elements": ["O", "C", "N", "H", "C", "C", "H", "H", "H", "H", "C", "H", "H", "N", "C", "H"],
  "positions_angstrom": [[-2.46, -0.28, 0.12], [1.25, 0.34, -0.35], [-0.76, 1.15, -0.04], [0.69, 0.32, -1.35], [-1.14, -0.17, -0.09], [0.79, -0.82, 0.36], [-0.43, -1.65, -1.19], [-1.67, 1.77, -0.28], [0.76, 2.47, -0.39], [-0.81, -2.17, 0.40], [-0.39, -1.37, -0.10], [2.81, -0.39, 0.72], [0.71, 1.79, 1.30], [2.14, -0.72, -0.12], [0.72, 1.62, 0.11], [0.71, -0.53, 1.43]],
  "mulliken_charge": [-0.723, -0.098, -0.240, 0.335, 0.408, 0.349, 0.210, 0.280, 0.319, 0.323, -0.679, 0.332, 0.208, -0.682, -0.537, 0.195]
}